{"formula": "C29H59N5O26", "method": "wB97M-V/def2-TZVPD", "species": ["C", "C", "C", "O", "C", "O", "O", "H", "H", "H", "H", "H", "H", "C", "C", "C", "O", "C", "O", "O", "H", "H", "H", "H", "H", "H", "C", "C", "C", "O", "C", "O", "O", "H", "H", "H", "H", "H", "H", "C", "C", "C", "O", "C", "O", "O", "H", "H", "H", "H", "H", "H", "C", "O", "C", "C", "O", "C", "H", "H", "H", "H", "H", "H", "H", "H", "H", "H", "C", "O", "C", "C", "O", "C", "H", "H", "H", "H", "H", "H", "H", "H", "H", "H", "C", "N", "O", "O", "H", "H", "H", "C", "N", "O", "O", "H", "H", "H", "C", "N", "O", "O", "H", "H", "H", "C", "N", "O", "O", "H", "H", "H", "C", "N", "O", "O", "H", "H", "H"], "coordinates": [[-4.110, -4.199, 1.869], [-3.395, -4.379, 0.539], [-3.504, -5.754, -0.045], [-3.916, -5.628, -1.391], [-4.217, -4.359, -1.591], [-4.601, -3.916, -2.641], [-4.037, -3.620, -0.513], [-3.919, -5.018, 2.529], [-5.178, -4.214, 1.701], [-3.762, -3.310, 2.342], [-2.379, -4.091, 0.523], [-4.194, -6.476, 0.376], [-2.482, -6.149, 0.008], [2.958, 3.847, 2.427], [2.822, 3.832, 3.922], [1.481, 3.290, 4.449], [1.925, 2.591, 5.661], [3.229, 2.379, 5.597], [3.818, 1.647, 6.349], [3.767, 3.019, 4.543], [3.995, 4.248, 2.132], [2.282, 4.459, 1.855], [2.964, 2.846, 1.984], [2.981, 4.812, 4.345], [1.074, 2.529, 3.788], [0.748, 4.041, 4.730], [6.300, -0.874, 4.399], [5.354, 0.167, 3.901], [5.550, 0.674, 2.386], [4.237, 0.924, 2.040], [3.347, 0.375, 2.888], [2.169, 0.337, 2.723], [4.023, -0.331, 3.877], [7.224, -0.394, 4.695], [6.594, -1.773, 3.807], [5.824, -1.307, 5.323], [5.289, 1.069, 4.549], [5.915, -0.137, 1.801], [6.087, 1.620, 2.298], [-7.034, 0.644, -2.141], [-6.067, 0.821, -0.952], [-5.006, -0.281, -0.816], [-3.828, 0.341, -1.403], [-4.070, 1.687, -1.566], [-3.199, 2.358, -1.960], [-5.292, 2.013, -1.195], [-7.347, 1.624, -2.466], [-7.850, 0.058, -1.742], [-6.694, 0.008, -2.965], [-6.738, 0.995, -0.125], [-5.271, -1.168, -1.423], [-4.726, -0.648, 0.213], [4.998, 2.034, -1.525], [3.803, 2.797, -1.515], [3.766, 3.594, -2.703], [2.418, 4.362, -2.737], [2.559, 5.562, -2.026], [1.381, 6.338, -1.996], [5.876, 2.685, -1.490], [5.208, 1.348, -2.391], [4.895, 1.433, -0.674], [3.866, 2.908, -3.573], [4.670, 4.244, -2.704], [1.586, 3.661, -2.435], [2.092, 4.617, -3.766], [1.557, 7.235, -1.428], [0.616, 5.870, -1.436], [0.963, 6.641, -3.011], [-0.372, -4.950, -1.987], [-0.108, -4.863, -0.585], [0.816, -5.767, -0.101], [0.734, -5.771, 1.445], [-0.585, -6.259, 1.753], [-0.862, -6.080, 3.109], [-1.222, -4.293, -2.155], [-0.728, -6.000, -2.239], [0.463, -4.692, -2.690], [1.813, -5.578, -0.401], [0.617, -6.802, -0.430], [0.809, -4.744, 1.799], [1.504, -6.446, 1.806], [-0.333, -5.199, 3.571], [-0.657, -6.973, 3.760], [-1.914, -5.922, 3.143], [2.146, 0.234, -1.294], [1.988, -1.256, -1.139], [2.972, -1.906, -1.405], [0.989, -1.633, -0.530], [1.207, 0.793, -1.139], [2.594, 0.358, -2.251], [2.825, 0.588, -0.491], [-0.869, 1.732, -4.639], [0.589, 1.721, -4.698], [1.136, 2.670, -5.180], [1.198, 0.746, -4.230], [-1.189, 2.008, -5.619], [-1.118, 2.542, -3.887], [-1.155, 0.738, -4.340], [-0.820, -0.240, 1.348], [-2.256, 0.173, 1.538], [-2.516, 1.303, 1.153], [-3.050, -0.533, 2.093], [-0.650, -1.040, 2.121], [-0.288, 0.661, 1.350], [-0.731, -0.788, 0.423], [-2.691, 4.863, 0.743], [-1.741, 5.796, 1.474], [-2.108, 6.469, 2.438], [-0.644, 5.909, 0.914], [-2.722, 5.157, -0.317], [-3.639, 4.839, 1.308], [-2.334, 3.781, 0.749], [-2.853, -1.787, -4.297], [-1.679, -1.659, -5.147], [-0.618, -1.805, -4.583], [-1.784, -1.318, -6.344], [-2.657, -2.260, -3.320], [-3.617, -2.302, -4.766], [-3.282, -0.778, -4.058]], "forces_ev_per_angstrom": [[0.251, -0.077, -1.004], [-1.838, -0.251, -0.121], [1.331, -2.004, 0.396], [0.335, 0.002, -0.206], [-0.492, 0.595, -1.612], [-0.012, 0.021, 0.170], [-0.074, 1.161, 0.830], [0.407, -0.664, 0.373], [-0.282, 0.316, -0.057], [-0.116, 0.830, 0.422], [1.138, 0.461, 0.369], [-0.135, 0.201, 0.703], [-0.322, -0.461, -0.248], [2.675, -0.091, -1.126], [-1.784, 1.139, -0.375], [0.873, -0.619, 0.583], [-1.131, 0.654, -0.404], [0.271, -1.284, 0.736], [0.014, 0.870, -0.615], [1.389, -1.162, 0.183], [-1.348, -0.425, 0.591], [-0.636, 0.318, 0.305], [-0.353, 0.147, 0.307], [-0.049, 0.657, -0.075], [-0.194, 0.028, -0.105], [0.083, -0.021, -0.083], [-0.048, -1.252, 1.519], [0.549, 1.350, -1.332], [0.263, -0.329, 2.920], [-2.217, 0.641, -0.771], [1.039, -2.144, 0.470], [-0.070, 0.550, 0.097], [-1.238, 0.984, -1.368], [0.236, 0.110, 0.184], [-0.673, 0.971, -0.296], [0.631, 0.497, -0.662], [0.646, -0.754, -0.170], [0.652, -0.449, -0.737], [0.323, -0.380, 0.031], [0.466, -0.976, 0.520], [-0.413, -0.167, -1.320], [0.582, -0.726, 0.307], [-1.364, -0.025, 0.182], [0.300, -2.845, 0.886], [1.227, 2.303, -0.930], [-0.361, 0.301, 0.335], [-0.302, 0.088, -0.204], [-0.668, 0.150, 0.034], [0.535, 0.517, -0.011], [0.499, 0.123, 0.751], [0.155, 0.443, 0.294], [-0.522, 0.718, -0.897], [0.193, 0.364, -0.898], [0.487, -0.159, -1.104], [-0.588, -0.076, -0.143], [0.226, -0.583, -1.198], [-0.349, 0.086, 0.355], [-0.003, 0.678, -1.068], [0.034, 0.080, 0.333], [-0.891, 0.615, 0.252], [0.436, -0.917, 1.383], [-0.318, 0.430, 0.270], [-0.749, 0.078, -0.072], [0.722, 0.660, 0.588], [0.617, -0.176, 0.095], [0.548, 0.477, -0.011], [-1.060, -1.003, 0.417], [0.719, -0.543, 0.878], [-0.335, -1.209, -0.154], [-0.372, 0.598, -1.022], [-0.460, -1.267, 1.517], [-1.115, -0.295, -2.066], [1.344, 0.310, 0.049], [0.379, -0.158, 1.290], [0.136, 0.183, -0.188], [0.470, 0.985, 0.219], [-0.424, -0.037, 0.937], [1.230, 0.649, -0.428], [-0.297, 0.137, -0.064], [0.338, 0.003, 0.237], [0.183, 0.070, 0.441], [-0.478, -0.702, -0.541], [0.159, 0.543, -0.685], [-0.944, 0.270, 0.450], [-0.196, 0.337, 0.890], [-0.156, 1.458, 1.999], [-0.515, -0.547, -0.338], [0.736, -0.519, -0.993], [0.281, -0.717, -0.443], [0.202, 0.470, -0.639], [-0.253, -0.595, -0.506], [-0.086, 0.889, 1.319], [1.478, -1.893, 0.898], [0.424, 1.038, -0.554], [-0.923, 1.044, -0.424], [-0.467, 0.142, -0.519], [-0.026, -1.138, -0.852], [-0.377, -0.016, 0.192], [-1.739, -2.660, 1.043], [0.914, 1.373, -0.396], [-0.149, 0.004, -0.136], [-0.439, -1.078, 0.248], [0.319, 1.346, -0.426], [1.149, 0.850, 0.280], [-0.188, 0.287, -0.510], [-0.192, -1.561, 0.758], [0.566, 0.751, -0.874], [0.338, -1.380, -1.228], [-0.948, -0.132, 1.044], [-0.210, 0.186, 0.690], [0.333, 0.454, -0.634], [0.133, 1.558, 0.207], [-0.690, 1.538, 2.106], [0.822, 0.917, -1.395], [0.303, -0.213, -0.124], [-0.376, -0.696, 1.991], [0.454, 0.175, -0.808], [-1.329, -1.177, -1.257], [0.738, -0.626, -0.443]], "total_energy_ha": -3369.86254, "homo_lumo_gap_ev": 9.71, "homo_ev": -9.6, "charge": 0, "smiles": "C[C@H]1COC(=O)O1.C[C@H]1COC(=O)O1.C[C@H]1COC(=O)O1.C[C@H]1COC(=O)O1.C[N+](=O)[O-].C[N+](=O)[O-].C[N+](=O)[O-].C[N+](=O)[O-].C[N+](=O)[O-].COCCOC.COCCOC", "mol_weight_g_mol": 893.800, "fmax_ev_per_a": 3.34}